14
Properties=species:S:1:pos:R:3:nbo_charge:R:1 method="wB97M-V/def2-TZVPD" smiles="C[C@@](CCl)(N=O)[N+](=O)[O-]" de_lowest_kcal_mol=109.5 homo_lumo_gap_ev="8.88 / 8.89" charge=0 molar_mass_da=152.54 homo_ev="-10.041 / -10.041" total_energy_ha=-912.51474
O -2.189 0.932 0.112 -0.3761
H 1.048 0.387 1.932 0.2616
O -1.632 -0.194 -1.649 -0.3302
C 0.089 0.450 1.426 -0.6694
H -0.021 1.525 1.280 0.2437
N -1.438 0.225 -0.565 0.5278
C -0.178 -0.185 0.162 0.1192
O 0.275 -2.394 -0.345 -0.2067
H 0.794 1.242 -1.492 0.2421
C 0.997 0.225 -1.029 -0.4523
N -0.266 -1.656 0.434 0.1497
H -0.703 0.135 1.965 0.2390
Cl 2.547 -0.217 -0.383 0.0032
H 0.678 -0.473 -1.850 0.2485

15
Properties=species:S:1:pos:R:3:nbo_charge:R:1 method="wB97M-V/def2-TZVPD" smiles="CN1N=CN(Cl)[C@@H]1[N+](=O)[O-]" de_lowest_kcal_mol=0.0 homo_lumo_gap_ev=8.40 charge=0 molar_mass_da=164.55 homo_ev=-8.473 total_energy_ha=-946.79707
O 2.583 0.270 1.394 -0.3499
Cl 1.995 -2.004 -2.642 0.1535
N 1.756 -1.564 -0.999 -0.4412
H 0.751 -3.340 -0.408 0.2204
O 3.063 1.446 -0.378 -0.3833
N 0.108 -1.604 0.469 -0.1994
H 0.251 1.738 0.897 0.2094
H -0.804 0.568 1.681 0.2278
H -1.169 1.186 0.137 0.1922
C 1.392 -0.097 -0.675 0.1810
N 2.551 0.504 0.207 0.5030
C -0.388 0.808 0.792 -0.4009
N 0.299 -0.313 0.256 -0.2558
C 0.975 -2.329 -0.161 0.1079
H 1.253 0.622 -1.463 0.2354

12
Properties=species:S:1:pos:R:3:nbo_charge:R:1 method="wB97M-V/def2-TZVPD" de_lowest_kcal_mol=22.7 homo_lumo_gap_ev=6.12 charge=-1 molar_mass_da=122.53 homo_ev=-2.237 total_energy_ha=-782.74838
C 2.091 1.614 -1.541 1.0537
H 0.730 -0.463 -0.992 0.1794
N -0.020 2.151 -0.219 -0.7706
H 0.684 0.846 1.111 0.1826
O 1.692 1.830 -2.609 -0.5625
C -0.207 -0.363 -0.444 -0.6387
H -1.021 -0.297 -1.166 0.2053
H -0.351 -1.253 0.175 0.1750
H -1.101 0.871 1.079 0.1116
Cl -1.355 2.430 -1.302 -0.1077
O 2.767 1.345 -0.633 -0.5859
C -0.184 0.914 0.435 -0.2422

10
Properties=species:S:1:pos:R:3:nbo_charge:R:1 method="wB97M-V/def2-TZVPD" smiles="OC/C=C/Cl" de_lowest_kcal_mol=39.6 homo_lumo_gap_ev=10.36 charge=0 molar_mass_da=92.53 homo_ev=-9.367 total_energy_ha=-652.67015
H -0.419 -0.040 1.672 0.1997
C 1.775 -0.599 0.124 -0.0870
C -0.539 0.176 0.609 -0.1708
H 2.233 -0.677 -1.801 0.4742
O 2.572 -0.951 -0.963 -0.7129
Cl -2.200 0.603 0.249 -0.0108
H 2.530 -0.003 0.651 0.1805
H 1.614 -1.442 0.893 0.1846
H 0.191 0.541 -1.146 0.2135
C 0.543 0.253 -0.200 -0.2710